Record 1
Below is C3H4CoLiO5 as an isolated structure at a distorted geometry, with properties calculated with ωB97M-V with the def2-TZVPD basis set.

Structure (XYZ):
```
14
Properties=species:S:1:pos:R:3:forces:R:3:lowdin_charge:R:1
O 2.394627 0.059362 1.646905 -2.2 -1.3 -1.6 0.085
C 1.173580 -0.544527 1.387117 1.6 1.1 3.3 -0.048
C 0.987192 -1.272236 0.252938 -0.9 -1.6 -3.3 -0.173
O -0.108101 -1.884402 -0.102785 4.6 1.2 1.0 -0.203
H 2.805547 -0.352348 2.412877 0.1 0.2 0.7 0.138
H 0.447134 -0.562635 2.208648 0.2 0.1 -0.3 0.160
H 1.821697 -1.283935 -0.469724 -0.2 -0.3 0.4 0.173
Co -1.839032 -1.406649 -0.163457 -3.3 -1.0 0.5 0.841
O 0.109791 1.364437 -1.044976 1.2 -1.0 1.3 0.158
C -1.182223 1.316472 -1.287273 -0.2 1.8 -1.3 -0.762
O -1.895384 0.373339 -0.780452 -0.5 0.1 0.2 -0.295
O -1.706554 2.187830 -2.002280 0.2 -1.0 0.7 0.010
Li -3.428493 1.308136 -1.711178 0.3 0.2 -0.1 0.807
H 0.420220 0.697155 -0.346362 -1.0 1.5 -1.6 0.107
```
Forces are in eV/Å.

- Net charge: +1
- Spin multiplicity: 6
- E_LUMO (spin up / spin down): -3.42 / -7.50 eV
- Gap between HOMO and LUMO (spin up / spin down): 6.87 / 7.61 eV
- Highest occupied orbital energy (spin up / spin down): -0.3779 / -0.5552 hartree

***

Record 2
Below is C19H31CrN5O2S as an isolated structure at a distorted geometry, with properties calculated with ωB97M-V with the def2-TZVPD basis set.

Structure (XYZ):
```
59
Properties=species:S:1:pos:R:3:forces:R:3:lowdin_charge:R:1
Cr 0.207312 0.132993 -1.187053 0.9 -0.6 -0.4 0.763
N -1.045588 -1.577807 -0.634653 -0.5 -0.3 -0.1 -0.078
C -0.452288 -2.900207 -0.384053 0.2 -0.5 -0.2 -0.210
C 0.197712 -3.371007 -1.681053 -0.1 0.0 0.4 -0.193
N 1.146512 -2.374307 -2.166353 0.0 -0.2 -0.7 -0.083
C 2.510412 -2.546407 -1.663453 0.0 0.2 0.4 -0.184
C 2.754312 -1.656507 -0.444853 0.2 -0.5 -0.1 -0.206
N 2.283812 -0.313907 -0.780453 0.5 0.3 0.1 -0.058
H -1.666988 -1.351707 0.144847 0.1 0.0 -0.3 0.081
H -1.659488 -1.712107 -1.442153 0.0 0.1 0.3 0.073
H -1.208988 -3.631807 -0.077153 0.1 0.2 0.0 0.135
H 0.291012 -2.815807 0.407347 -0.1 0.0 0.1 0.092
H -0.587888 -3.508107 -2.428453 0.0 0.0 0.0 0.129
H 0.669012 -4.347407 -1.511053 -0.1 0.1 -0.1 0.131
H 1.170812 -2.419207 -3.178953 0.0 0.0 0.1 0.123
H 3.207512 -2.234807 -2.443353 0.0 -0.1 0.0 0.131
H 2.729112 -3.589407 -1.401753 0.0 0.1 -0.1 0.131
H 3.826212 -1.677807 -0.209253 -0.2 0.1 0.1 0.135
H 2.206912 -2.008507 0.432947 0.1 0.0 0.0 0.103
H 2.792712 -0.015407 -1.615553 -0.1 0.1 0.2 0.111
H 2.540412 0.341093 -0.037753 -0.1 -0.1 -0.2 0.098
C 1.635612 3.673093 -3.268153 0.1 -0.1 0.0 0.045
C 0.808012 2.897293 -2.289553 -0.2 0.8 -0.3 -0.443
O 1.113912 1.737793 -1.966153 0.2 0.0 0.0 -0.062
N -0.270088 3.515493 -1.793253 0.0 0.0 0.1 0.119
C -1.054288 2.976193 -0.690253 0.1 -0.3 0.1 -0.083
C -2.076588 1.981393 -1.189053 -0.2 0.2 0.1 -0.239
C -3.432788 2.264893 -1.103253 -0.1 -0.2 -0.1 0.015
C -4.352088 1.433893 -1.726453 0.5 -0.1 -0.1 0.005
C -3.862888 0.377293 -2.487053 0.0 0.1 0.0 -0.007
C -2.502988 0.136293 -2.491753 -0.1 0.1 -0.1 -0.109
N -1.615688 0.864793 -1.787953 -1.0 0.6 -0.3 -0.004
H 2.657712 3.301893 -3.268753 0.0 0.0 0.1 0.102
H 1.637612 4.733993 -3.034253 0.0 0.1 0.0 0.098
H 1.235112 3.542493 -4.273853 -0.1 0.0 0.0 0.109
H -0.526888 4.425593 -2.151753 0.2 -0.1 0.0 0.169
H -1.564088 3.804593 -0.199653 0.1 -0.1 0.0 0.145
H -0.358988 2.512193 0.019147 -0.2 0.2 0.0 0.098
H -3.770488 3.131993 -0.557953 0.0 0.1 0.0 0.130
H -5.407788 1.628493 -1.659053 -0.2 0.0 0.0 0.128
H -4.526488 -0.246707 -3.063753 0.0 -0.1 -0.1 0.126
H -2.086388 -0.648507 -3.114153 0.0 -0.1 0.1 0.130
C -1.589888 0.593893 2.232747 0.4 -0.3 -0.3 -0.163
S 0.007212 -0.104307 1.655147 -0.7 0.1 2.7 0.929
O 0.714212 1.040493 1.009847 0.3 0.6 -0.5 -0.546
C 0.677412 -0.363007 3.311047 -0.1 -0.4 -0.5 -0.388
C 1.514912 0.510393 3.976747 0.0 0.2 -0.2 -0.056
C 1.936912 0.178593 5.256347 0.0 0.0 0.0 -0.045
C 1.521412 -1.005207 5.844747 0.0 0.0 0.0 -0.044
C 0.704412 -1.886707 5.152847 -0.1 0.0 0.0 -0.050
C 0.284812 -1.568307 3.875047 0.0 0.0 0.0 -0.101
H -1.391088 1.462293 2.852547 0.2 0.1 0.0 0.081
H -2.112488 -0.157807 2.812947 -0.1 -0.2 0.1 0.070
H -2.179888 0.872293 1.363947 -0.1 0.0 -0.1 0.037
H 1.831912 1.429093 3.506147 0.0 0.1 0.0 0.116
H 2.595312 0.842693 5.793947 0.0 0.1 0.0 0.119
H 1.836612 -1.249807 6.846647 0.1 0.0 0.1 0.119
H 0.403812 -2.821307 5.598347 0.0 -0.1 0.1 0.118
H -0.347588 -2.239607 3.310047 -0.1 -0.2 0.0 0.107
```
Forces are in eV/Å.

- Net charge: +2
- Relative energy (zero: lowest compared OMol25 entry of this formula, charge and spin): 108.4 kJ/mol
- Spin multiplicity: 5
- E_LUMO (spin up / spin down): -5.76 / -5.88 eV
- Gap between HOMO and LUMO (spin up / spin down): 8.30 / 8.59 eV
- Highest occupied orbital energy (spin up / spin down): -0.5168 / -0.5319 hartree

***

Record 3
Below is the molecule C27H44O2, with properties calculated with ωB97M-V with the def2-TZVPD basis set.

Structure (XYZ):
```
73
Properties=species:S:1:pos:R:3:forces:R:3:lowdin_charge:R:1
C 4.659073 -2.924533 -1.329438 0.0 0.0 0.0 0.073
C 5.342139 -1.788332 -1.445790 -0.1 -0.4 -0.3 -0.273
C 5.415889 -0.755475 -0.414979 -0.1 0.3 0.6 -0.203
C 4.412403 -0.384813 0.400498 0.5 0.1 -0.1 -0.023
C 3.053023 -0.853511 0.339049 -0.6 -0.1 0.1 -0.056
C 2.136010 -0.677960 1.299154 0.2 -0.2 -0.1 -0.191
C 0.713393 -1.121277 1.177843 0.0 0.1 -0.3 -0.235
C 0.184068 -1.562888 -0.181822 0.1 -0.1 0.2 -0.134
H 0.563672 -0.913632 -0.969817 0.1 0.0 0.0 0.110
H 0.480888 -2.584105 -0.419164 0.1 0.0 -0.1 0.116
C -1.342132 -1.426116 -0.044569 0.0 -0.1 0.0 -0.131
H -1.811858 -2.409096 -0.020705 -0.1 0.0 -0.1 0.111
H -1.754826 -0.883233 -0.895005 -0.1 0.0 -0.1 0.113
C -1.621590 -0.657818 1.270966 -0.1 0.3 -0.2 -0.234
H -1.836913 -1.387258 2.060685 0.0 0.0 0.1 0.152
C -2.845351 0.266129 1.150660 0.0 -0.3 0.3 -0.336
C -3.097952 1.059081 2.432115 0.0 0.0 -0.3 -0.047
H -3.223646 0.386034 3.277962 0.0 -0.1 0.1 0.086
H -4.003564 1.653108 2.336998 -0.1 0.1 0.1 0.072
H -2.279628 1.736580 2.650718 0.1 0.1 0.1 0.064
H -2.665614 0.969578 0.334593 0.1 0.0 -0.1 0.125
C -4.096927 -0.564064 0.816598 0.0 0.3 -0.1 -0.167
C -5.261433 0.246635 0.240300 0.1 -0.1 -0.2 -0.185
C -4.989521 0.704625 -1.189286 -0.3 0.2 0.0 -0.140
H -4.129119 1.374674 -1.210702 0.1 0.0 0.0 0.118
H -4.740730 -0.160546 -1.807274 0.1 0.0 -0.1 0.126
C -6.141120 1.447675 -1.885510 -0.2 -0.1 0.4 -0.627
C -6.558383 2.704291 -1.112725 0.2 -0.3 -0.2 -0.028
H -7.017362 2.440471 -0.164853 -0.1 0.0 0.1 0.079
H -5.690975 3.333029 -0.926756 0.1 0.1 0.0 0.089
H -7.280326 3.277157 -1.693693 -0.1 0.0 0.0 0.083
C -7.357701 0.541129 -2.102955 0.4 0.1 0.0 -0.029
H -7.787365 0.234641 -1.154249 -0.1 -0.1 0.1 0.076
H -7.065944 -0.344239 -2.662710 0.0 -0.1 -0.1 0.088
H -8.123250 1.070721 -2.668853 -0.1 0.1 0.0 0.083
O -5.597053 1.822917 -3.146356 0.1 0.1 -0.3 -0.028
H -6.276823 2.284185 -3.650097 0.0 0.0 0.0 0.093
H -5.461591 1.109357 0.875123 -0.1 0.0 0.1 0.097
H -6.150034 -0.387258 0.252397 -0.1 0.0 0.1 0.110
H -4.431181 -1.061622 1.730726 0.1 -0.1 0.0 0.120
H -3.845580 -1.341805 0.096331 0.0 -0.1 0.0 0.102
C -0.260551 -0.000463 1.611402 -0.1 -0.1 0.1 -0.401
C -0.027131 1.252862 0.761895 -0.1 -0.2 0.1 -0.001
H -0.267543 1.071360 -0.280914 0.0 0.0 -0.2 0.091
H 1.013681 1.560747 0.817663 0.1 0.1 0.0 0.088
H -0.643839 2.077119 1.111769 -0.1 0.1 0.0 0.082
C -0.031131 0.319252 3.101555 0.1 -0.1 0.1 -0.132
H -0.043996 1.400790 3.246894 -0.1 0.1 0.1 0.112
C 1.304162 -0.223658 3.626219 0.0 0.2 0.0 -0.181
H 1.551590 0.283854 4.561314 0.0 -0.1 0.0 0.112
H 1.210204 -1.287233 3.855471 0.0 0.0 0.1 0.112
C 2.442043 -0.031126 2.627565 0.1 0.0 0.2 -0.146
H 2.615809 1.040278 2.482013 0.1 0.1 0.0 0.123
H 3.361014 -0.452180 3.042802 0.0 0.1 0.0 0.120
H -0.833273 -0.101331 3.709538 -0.1 0.1 0.0 0.110
H 0.563597 -1.959022 1.871128 -0.1 0.0 0.1 0.162
H 2.772761 -1.361450 -0.572364 -0.1 -0.1 -0.1 0.098
H 4.623052 0.378799 1.138886 0.1 0.1 0.1 0.111
C 6.749231 -0.064106 -0.378647 0.0 0.2 -0.1 -0.088
H 6.819490 0.614146 0.471650 0.0 0.0 0.0 0.120
C 6.996246 0.711787 -1.691618 -0.4 -0.1 0.0 -0.377
C 6.287886 0.017575 -2.869017 0.1 0.0 0.0 -0.132
C 6.189300 -1.491741 -2.659321 -0.1 0.1 -0.2 -0.148
H 7.189026 -1.917331 -2.519068 0.0 0.0 0.0 0.122
H 5.756889 -1.969307 -3.540294 0.1 -0.1 0.0 0.118
H 5.279137 0.422473 -2.967883 0.0 0.0 0.0 0.123
H 6.833952 0.246735 -3.786456 -0.1 0.1 0.0 0.118
O 8.375097 0.885779 -1.933445 0.5 0.0 0.0 -0.034
H 8.774221 0.017372 -2.063236 0.0 0.1 0.0 0.089
H 6.612639 1.732028 -1.592416 0.0 -0.1 0.0 0.147
H 7.541254 -0.813223 -0.272153 0.1 0.0 0.0 0.128
H 4.118573 -3.177428 -0.435036 -0.1 0.0 0.2 0.066
H 4.651544 -3.655791 -2.121300 0.0 -0.1 -0.2 0.065
```
Forces are in eV/Å.

- Structure (SMILES): C=C1CC[C@H](O)C/C1=C/C=C1\CCC[C@]2(C)[C@@H]([C@H](C)CCCC(C)(C)O)CC[C@@H]12
- Net charge: 0
- Relative energy (zero: lowest compared OMol25 entry of this formula, charge and spin): 23.2 kJ/mol
- Spin multiplicity: 1
- E_LUMO: 0.72 eV
- Gap between HOMO and LUMO: 8.43 eV
- Highest occupied orbital energy: -0.2836 hartree